{"formula": "C22H33Cl3F2N4O9", "method": "the ωB97M-V functional and the def2-TZVPD basis", "species": ["C", "C", "Cl", "C", "Cl", "C", "C", "C", "O", "O", "C", "O", "O", "C", "C", "C", "C", "Cl", "N", "C", "O", "F", "C", "O", "F", "H", "H", "H", "H", "H", "H", "H", "H", "H", "H", "H", "H", "C", "N", "C", "C", "O", "H", "H", "H", "H", "H", "H", "H", "C", "N", "C", "C", "O", "H", "H", "H", "H", "H", "H", "H", "C", "N", "C", "C", "O", "H", "H", "H", "H", "H", "H", "H"], "positions_angstrom": [[4.28205, 3.67648, 0.29164], [3.84855, 2.41169, -0.38373], [5.13338, 1.50118, -1.07119], [2.58021, 1.97624, -0.39820], [1.42608, 2.91104, 0.48254], [2.04712, 0.68686, -1.00411], [2.33225, -0.46603, 0.03156], [1.21205, -1.21441, 0.72619], [1.13582, -1.26365, 1.93390], [2.80276, 0.33732, -2.19121], [2.04373, -0.59017, -2.83570], [2.42914, -1.55809, -3.38715], [0.75249, -0.17830, -2.75353], [0.64057, 0.78940, -1.71318], [0.36655, 2.14349, -2.42674], [0.92625, 2.29627, -3.85161], [-0.03862, 1.89139, -4.96953], [0.44961, 0.40208, -5.82079], [-0.57685, 0.31055, -0.98599], [-1.12651, 1.14499, 0.01689], [-0.91806, 1.03741, 1.16881], [-1.93758, 2.09764, -0.44657], [-1.55301, -0.22480, -1.87978], [-2.41745, 0.37090, -2.43681], [-1.41614, -1.53607, -1.98193], [4.22597, 3.55566, 1.37267], [5.28544, 3.94322, -0.01668], [3.60974, 4.49178, 0.03109], [2.94592, -0.04077, 0.82239], [2.94707, -1.22703, -0.44907], [0.53743, -1.81064, 0.10759], [-0.70785, 2.30060, -2.47814], [0.74816, 2.97312, -1.85071], [1.88958, 1.81802, -3.99108], [1.10552, 3.36385, -3.98195], [-1.04769, 1.75616, -4.58973], [-0.08580, 2.66135, -5.73195], [-2.25089, -6.38093, 0.43883], [-1.61969, -5.07943, 0.34815], [-2.21367, -3.95314, 1.04766], [-0.48279, -4.87891, -0.32770], [0.11294, -3.81294, -0.35392], [-3.26526, -6.36378, 0.03491], [-2.28233, -6.67698, 1.48815], [-1.66446, -7.11317, -0.11069], [-2.46529, -3.16124, 0.34173], [-1.51041, -3.54599, 1.77640], [-3.11424, -4.28401, 1.55778], [-0.10632, -5.77945, -0.83705], [0.80439, -3.40393, 4.65118], [0.69354, -4.55506, 3.77686], [1.62254, -4.68996, 2.66520], [-0.24560, -5.49936, 3.94843], [-0.38212, -6.47408, 3.22959], [0.67419, -2.48222, 4.08083], [1.78402, -3.38540, 5.13277], [0.03742, -3.45230, 5.42144], [1.08137, -4.70904, 1.71925], [2.18638, -5.61895, 2.75561], [2.30638, -3.84572, 2.66791], [-0.91268, -5.29806, 4.80399], [-3.47825, 4.71456, 0.52226], [-2.75934, 5.97280, 0.46248], [-3.33848, 7.16528, 1.05698], [-1.55599, 6.06964, -0.13141], [-0.90097, 7.08999, -0.21211], [-4.44428, 4.80066, 0.02025], [-3.64310, 4.41962, 1.56070], [-2.88574, 3.94909, 0.02925], [-3.46964, 7.94010, 0.30136], [-2.68123, 7.55980, 1.83216], [-4.30275, 6.91572, 1.49171], [-1.20556, 5.10804, -0.54915]], "atomic_forces_ev_per_a": [[-0.274, 0.059, -0.121], [-0.550, -0.014, 0.077], [0.191, -0.164, -0.064], [0.549, 0.088, -0.688], [-0.130, 0.020, 0.351], [0.176, -0.379, 0.212], [-0.350, 0.400, 0.417], [-0.188, -0.182, 0.350], [0.157, 0.108, -0.382], [0.143, -0.193, 0.314], [0.108, 0.183, -0.297], [-0.011, 0.192, -0.165], [0.082, -0.616, 0.551], [-0.507, 0.464, -0.769], [0.292, 0.066, -0.151], [-0.256, 0.252, -0.079], [0.066, 0.087, 0.028], [-0.055, -0.118, -0.022], [0.306, 0.106, 0.132], [0.330, -0.150, 0.407], [-0.047, -0.008, 0.104], [-0.142, 0.047, -0.226], [-0.531, 0.095, -0.460], [0.431, -0.404, 0.306], [-0.003, 0.187, 0.041], [0.160, 0.011, 0.087], [0.119, -0.026, 0.097], [-0.035, 0.056, -0.014], [0.030, 0.010, 0.061], [-0.057, -0.031, -0.294], [-0.074, 0.034, -0.089], [-0.108, -0.123, 0.034], [0.056, 0.007, 0.266], [0.100, -0.059, 0.051], [0.081, 0.062, 0.026], [-0.052, -0.196, 0.007], [0.067, 0.033, -0.072], [-0.004, 0.057, 0.267], [-0.204, -0.002, -0.189], [0.162, -0.031, 0.014], [0.043, -0.110, 0.152], [0.032, 0.032, -0.206], [0.026, 0.056, -0.046], [-0.009, -0.154, -0.041], [0.033, 0.001, -0.014], [-0.022, 0.035, 0.003], [-0.012, 0.022, 0.022], [-0.008, -0.032, 0.004], [-0.020, 0.018, -0.024], [0.020, 0.066, -0.133], [0.002, 0.043, 0.064], [-0.081, -0.125, -0.014], [-0.022, 0.147, -0.074], [-0.074, -0.090, -0.065], [0.033, -0.017, 0.031], [-0.009, 0.019, 0.039], [-0.019, -0.045, 0.026], [0.104, 0.064, 0.058], [0.019, -0.009, 0.000], [-0.029, 0.043, 0.014], [0.040, -0.024, 0.035], [0.052, 0.250, 0.036], [-0.129, -0.084, 0.029], [0.112, -0.010, -0.059], [0.124, -0.018, -0.046], [-0.007, 0.019, 0.008], [-0.002, -0.055, 0.007], [-0.026, -0.065, -0.022], [-0.134, 0.073, 0.057], [-0.015, 0.024, 0.022], [-0.020, 0.027, 0.010], [-0.015, -0.026, 0.001], [-0.015, -0.003, 0.005]], "total_energy_ha": -3334.581324, "charge": 0, "smiles": "C/C(Cl)=C(\\Cl)[C@]1(CC=O)OC(=O)O[C@@]1(CCCCl)N(C(=O)F)C(=O)F.CN(C)C=O.CN(C)C=O.CN(C)C=O"}

{"formula": "C4H6N2O2", "method": "the ωB97M-V functional and the def2-TZVPD basis", "species": ["H", "N", "C", "C", "C", "N", "H", "H", "H", "O", "C", "O", "H", "H"], "positions_angstrom": [[-1.36600, -0.75100, 0.19349], [-0.49324, -0.26488, -0.06929], [-0.39471, 0.97991, 0.05928], [-1.42681, 1.88455, 0.74698], [0.72877, 1.66972, -0.32622], [1.72098, 2.20380, -0.54516], [-0.71906, 2.31837, 1.45912], [-1.65660, 2.62717, 0.00541], [-2.19422, 1.26311, 1.05085], [0.22295, -3.13260, 0.09452], [1.23214, -2.79783, -0.51115], [1.48778, -1.63187, -0.97870], [2.10270, -3.40077, -0.65464], [0.75533, -0.96768, -0.52448]], "atomic_forces_ev_per_a": [[0.653, 0.567, 0.098], [0.168, -0.635, -0.383], [-4.091, -0.516, 1.446], [3.569, -0.044, -1.676], [3.224, 0.824, -0.918], [-0.168, 0.227, -0.097], [-1.093, 0.348, 0.777], [-0.651, 0.543, -0.020], [-1.728, -0.608, 1.100], [0.712, 0.057, -0.499], [-1.046, -0.747, 1.297], [-0.603, 2.630, 0.367], [0.505, -1.326, -0.200], [0.549, -1.319, -1.290]], "e_above_lowest_kj_mol": 199.3, "charge": 0, "smiles": "[H]/N=C(\\C)C#N.O=CO"}

Number 1: molecular weight 641.880 g mol⁻¹. Number 2: molecular weight 114.104 g mol⁻¹.